{
  "formula": "C27H78O12",
  "method": "wB97M-V/def2-TZVPD",
  "elements": ["C", "C", "H", "C", "H", "O", "H", "O", "O", "H", "C", "C", "H", "H", "H", "C", "H", "C", "H", "H", "H", "C", "O", "O", "H", "H", "C", "O", "H", "H", "H", "H", "H", "H", "C", "H", "H", "C", "H", "C", "H", "H", "C", "H", "C", "C", "H", "O", "H", "H", "H", "H", "H", "C", "H", "H", "C", "C", "H", "H", "H", "H", "H", "H", "H", "H", "H", "H", "H", "H", "H", "O", "C", "C", "C", "H", "H", "H", "H", "O", "H", "H", "H", "H", "H", "O", "H", "H", "C", "H", "H", "H", "H", "H", "C", "H", "C", "H", "H", "H", "O", "C", "H", "H", "C", "O", "H", "H", "H", "H", "H", "H", "H", "H", "C", "H", "H"],
  "coordinates": [[1.6487, 3.2874, 2.5114], [-3.6692, 0.2271, 3.8051], [0.2728, 2.0519, -3.6655], [0.2500, 5.0128, -1.8401], [-1.4177, 3.9792, -4.2316], [0.0756, -4.8055, 0.4745], [-4.7358, 0.3497, 1.1420], [2.0633, -0.7069, -4.2766], [-0.1985, -4.3776, -2.5079], [-6.0372, 1.1908, 0.1944], [3.0496, 1.4947, -3.7763], [-4.3289, 3.1992, 0.5899], [-2.7331, -2.6302, 1.0659], [-0.3872, -4.6403, -1.5564], [4.6927, -0.7781, -3.3217], [-2.6681, -0.5842, 4.6320], [-0.0129, -5.6443, 0.9118], [2.5318, -2.9521, 4.8060], [-1.7190, 4.1619, -2.0275], [5.3681, -5.4944, -2.6738], [3.5773, -3.3969, 4.7758], [4.6002, -4.8309, -3.1132], [-4.0734, 2.2276, -1.5488], [0.8372, 3.8104, -1.3392], [4.2180, -3.5601, -0.6645], [0.0203, -2.8476, 4.6639], [1.5306, -5.0994, 4.0188], [-0.8642, -2.4789, 1.3020], [-5.3599, 3.5342, 0.3531], [-2.0076, 0.3490, -4.6686], [2.4304, 5.2110, 1.5926], [-2.6355, 2.6338, -4.3539], [2.5951, -1.8938, 4.5541], [-5.1954, 1.7325, 3.9991], [1.0462, -1.6460, 0.0938], [2.3148, -5.6427, 3.5026], [-0.5508, -2.2604, 2.2248], [1.6429, -3.5658, 3.7738], [1.5976, -5.2575, 5.1016], [-0.7712, 1.8472, -3.8066], [1.7744, -1.4506, -3.8393], [1.8722, 3.1625, 0.5366], [3.8549, -0.5746, -2.6052], [0.0710, 5.9267, -3.7978], [-0.9172, 0.5660, -4.5595], [-0.4464, -1.3847, 0.4509], [0.6158, -5.5067, 3.6562], [-1.2816, 1.6580, -2.4217], [-4.2355, -1.2034, 2.4366], [-5.2490, 0.5282, 5.2440], [-4.0462, 1.8297, 5.3725], [-2.2201, 1.8832, -2.3456], [-4.2158, 3.0657, 1.6711], [-4.5806, 1.1459, 4.6894], [3.9718, 1.3071, -4.3911], [-5.0033, -0.0824, -0.5095], [-4.0578, 1.8929, -0.1149], [2.5099, 4.5536, 2.4848], [3.1441, 2.2449, -3.0575], [0.1884, 3.1053, -1.4332], [1.6579, -3.8660, -2.6115], [4.3690, -5.2356, -4.1017], [-0.4067, -4.0697, 0.9720], [-1.7346, 0.0058, 1.4169], [-0.4779, -0.2744, -4.0227], [0.7103, 5.8155, -1.2539], [1.1346, -2.7305, -0.1358], [-3.1344, 0.8944, 3.1042], [0.5650, 3.5926, 2.5306], [3.6050, 4.4709, 2.6261], [-3.8939, -1.6748, 0.4476], [-4.5771, -0.5724, 3.1037], [-1.2520, 5.1210, -1.7059], [0.7188, 5.1366, -3.3078], [3.6584, -4.4881, -0.7893], [2.0206, -3.3516, 2.7545], [-1.0652, -1.3041, -0.4168], [4.3415, 0.0187, -1.7916], [2.0755, -3.0973, 5.7757], [1.9823, 2.5823, 1.2893], [2.8652, -5.6502, -2.4366], [-0.0093, -0.0785, 2.1247], [2.3034, 1.8690, -4.4548], [-1.3983, 2.8146, -5.6056], [-1.0755, -4.4565, -2.9061], [2.5427, -3.6581, -2.9770], [2.8050, -4.3173, -0.2254], [-2.0876, 0.0394, 5.2824], [2.6439, 0.1292, -3.2539], [4.2575, -5.3147, -0.4214], [1.7785, 5.3597, -3.3803], [-2.0279, -1.0819, 3.8740], [1.3954, -0.9319, -0.7146], [1.8678, 2.6424, 4.6316], [1.8611, 2.2626, 3.6021], [1.8764, 0.3369, -2.4309], [-5.0525, 0.7717, 0.1799], [0.3890, 4.2605, -3.8100], [1.5921, -1.5085, 1.0450], [2.2448, 5.2075, 3.3412], [0.4045, -2.9020, 3.8220], [-1.6361, 2.9144, -4.5677], [-3.0171, 1.5930, 0.0051], [-1.5536, 5.3886, -0.6756], [3.2775, -4.6875, -2.3494], [-3.6364, -2.2450, 1.1907], [-3.0133, -1.4608, 5.1051], [-4.5525, 3.0091, -1.7607], [3.5293, -1.5377, -2.1900], [-3.5509, 3.9007, 0.3268], [-1.6580, 5.9646, -2.2612], [-0.4745, 0.5528, -5.5448], [-0.3829, 0.6849, 0.4898], [1.1998, 1.3970, 3.4451], [-0.6177, -0.1035, 1.2062], [2.8238, 1.8389, 3.5061], [5.0426, -3.8507, -3.2794]],
  "forces_ev_per_angstrom": [[0.119, 0.367, -1.581], [-0.647, 0.716, 1.141], [0.439, 0.590, -0.057], [1.223, 0.569, -0.765], [-0.604, -1.456, -0.496], [-0.406, 1.119, -0.196], [-0.730, 0.333, 0.119], [1.420, 3.664, -0.937], [-0.881, -0.540, 1.690], [-0.729, -0.077, 0.197], [0.490, -2.003, -2.600], [-0.215, -0.673, 0.999], [-0.636, 0.826, -0.001], [0.666, 0.412, -1.089], [-0.932, 0.158, 0.206], [0.803, -0.008, -2.447], [-0.219, -0.331, 0.424], [1.729, 0.027, -0.627], [0.038, 0.795, 0.301], [-0.597, 0.301, 0.145], [-1.276, 0.497, 0.200], [0.074, -0.010, -0.596], [0.886, -1.643, -0.099], [-0.365, 0.053, 0.664], [0.368, -0.010, -0.252], [-0.530, -0.090, 2.011], [0.419, 1.088, 0.189], [-0.207, 0.354, 0.820], [0.653, 0.087, 0.183], [0.658, 0.074, -0.024], [-0.519, -0.777, 0.251], [-1.175, -0.015, -0.089], [0.206, 0.122, 0.396], [0.057, 0.077, 0.171], [-0.794, 0.097, -0.048], [0.359, 0.034, 0.133], [-0.289, -0.576, -0.955], [0.419, -1.232, -0.407], [-0.018, -0.287, -0.206], [-1.883, 0.245, 0.632], [-0.891, -2.974, 1.382], [-0.256, 0.372, -0.379], [0.602, -0.085, 0.207], [1.130, -0.351, 0.410], [-1.163, -1.339, 0.226], [1.912, -0.227, 0.856], [-0.898, -0.133, -0.266], [0.931, 0.332, -0.763], [0.672, 0.220, 0.624], [-0.445, -0.531, 0.569], [-0.023, -0.386, -0.392], [-0.180, -0.008, -0.228], [-0.369, 0.024, 0.008], [0.886, 0.191, -1.042], [-0.589, 0.705, 0.603], [0.022, 0.558, -0.323], [-0.231, 0.513, -1.962], [0.491, 1.487, 1.498], [0.603, 0.854, 1.487], [-0.202, -0.385, -0.119], [-0.128, 0.734, -0.791], [0.090, 0.053, -0.069], [0.701, -0.987, -0.568], [1.405, -0.039, 0.181], [0.030, 0.100, 0.090], [-0.014, -0.009, -0.072], [0.181, 0.901, -0.442], [0.196, -0.217, 0.204], [0.803, -0.180, -0.254], [-0.473, -0.872, -0.170], [0.533, -0.527, 0.117], [-0.890, -0.376, -0.107], [-0.584, -0.496, 0.754], [-1.828, 1.810, 0.461], [0.506, 0.767, -2.693], [-0.179, -0.261, 0.456], [-0.518, -0.613, -0.672], [-0.706, -0.228, -0.483], [0.117, 0.043, 0.440], [-0.507, -0.576, 0.791], [-1.503, -1.141, -0.078], [-0.247, 0.221, -0.370], [-0.442, 0.060, -0.510], [-0.118, 0.117, -0.736], [0.312, 0.118, -0.253], [-0.851, -0.943, 1.370], [-1.838, -0.214, 1.250], [0.408, 0.233, 0.349], [-0.203, 0.196, 1.598], [-0.119, -0.179, -0.027], [-0.027, -0.178, -0.190], [0.375, 0.572, 0.281], [-0.175, -1.078, 0.995], [-0.653, 0.077, -0.282], [-0.127, 0.062, 0.381], [0.639, -0.510, -0.898], [1.648, -0.122, 0.331], [0.538, -0.932, -0.454], [0.141, 0.234, -0.527], [-0.178, -0.177, -0.328], [-0.470, 0.337, -2.436], [2.413, 0.864, 1.750], [-0.036, -0.239, 0.429], [0.217, -0.659, -0.196], [3.755, 0.507, 1.528], [0.042, -0.261, -0.319], [-1.299, -0.558, 1.105], [-0.709, 0.939, 0.192], [0.205, 0.207, -0.066], [-0.080, 0.455, -0.367], [0.146, -0.145, -0.501], [0.214, 0.321, -0.271], [0.346, 0.358, 0.440], [-0.197, 0.561, 0.324], [-1.735, 0.389, -0.212], [1.391, -0.365, -0.389], [0.108, 0.135, 0.117]],
  "e_above_lowest_kcal_mol": 9.8,
  "charge": 0,
  "smiles": "CC(C)O.CC(C)O.CC(C)O.CC(C)O.CC(C)O.CC(C)O.CC(C)O.CC(C)O.CC(C)O.O.O.O",
  "homo_energy_ev": -9.65,
  "max_force_ha_per_bohr": 0.0795,
  "energy_ha": -1978.31164
}